A structure of composition C33H34Cl3N5OPS2SiSr, computed with ωB97M-V with the def2-TZVPD basis set.

Summary:
2S+1: 1
Total charge: -1
E_tot, eV: -121517.20964

```
81
Properties=species:S:1:pos:R:3:forces:R:3:mulliken_charge:R:1
Sr -1.908434 -0.020803 0.689211 0.06 0.74 0.76 1.223
C -3.159675 2.693207 -4.112485 0.00 0.03 -0.06 -0.936
N -3.352292 1.298764 -3.784616 0.06 -0.13 0.13 0.213
C -4.584917 0.672119 -3.692706 0.05 0.02 -0.07 -0.608
C -4.374084 -0.571337 -3.250585 -0.15 -0.03 -0.03 -0.475
N -2.997255 -0.718235 -3.065377 -0.04 0.11 0.18 0.507
C -2.353701 0.463944 -3.376062 -0.20 0.04 -0.13 0.096
S -0.730258 0.830651 -3.340249 0.18 -0.06 0.10 -0.474
C -2.491924 -1.817962 -2.325736 0.00 -0.17 -0.29 -0.786
C -3.021481 -3.085061 -2.557880 0.07 0.07 0.00 -0.516
C -2.690390 -4.101676 -1.679714 0.15 0.17 0.09 -0.730
C -1.834344 -3.823468 -0.620902 -0.11 -0.18 0.03 -1.422
C -1.321303 -2.547959 -0.518876 0.10 -0.62 -0.47 0.802
N -1.618071 -1.566667 -1.370891 -0.35 0.10 0.29 0.541
H -3.765272 2.950106 -4.980543 -0.01 0.00 0.01 0.347
H -2.107200 2.844670 -4.336666 -0.01 0.00 0.00 0.320
H -3.440759 3.322150 -3.266914 0.01 0.00 0.00 0.329
H -5.499981 1.185453 -3.924142 -0.02 -0.01 0.03 0.465
H -5.071633 -1.335106 -2.955453 -0.01 0.03 0.02 0.389
H -3.699352 -3.249262 -3.383521 0.00 0.01 0.01 0.643
H -3.107251 -5.090948 -1.808323 -0.02 -0.01 0.00 0.446
H -1.577457 -4.560965 0.126814 0.00 0.01 -0.01 0.537
H -0.625713 -2.321961 0.278711 0.19 0.01 0.19 0.344
N 0.929176 0.163359 1.965777 -0.28 0.12 -0.08 0.324
C 2.312356 -0.023081 2.016682 0.13 -0.14 0.05 -0.127
C 2.956182 -0.330893 3.216339 -0.11 0.09 0.03 -0.756
C 4.324420 -0.529179 3.248752 0.01 -0.01 0.01 -0.607
C 5.080024 -0.428524 2.088066 0.01 -0.01 0.00 -0.939
C 4.437838 -0.174311 0.886200 -0.04 0.03 -0.02 -0.398
C 3.060009 0.008950 0.830099 0.09 0.03 -0.12 0.679
P 2.090472 0.121721 -0.719368 -0.10 -0.09 -0.10 0.157
C 3.336961 0.507234 -2.007915 0.06 0.14 0.08 0.296
C 3.334258 1.807104 -2.511172 0.00 -0.02 0.01 -0.698
C 4.241334 2.193652 -3.488398 0.01 0.01 -0.01 -0.627
C 5.158344 1.278424 -3.982228 -0.01 0.01 0.00 -0.453
C 5.164526 -0.022702 -3.496323 0.00 -0.03 0.01 -0.770
C 4.260622 -0.406192 -2.517284 -0.03 0.00 0.02 -0.052
C 1.861684 -1.673294 -1.041663 0.02 -0.12 0.04 0.823
C 1.988189 -2.645190 -0.050600 0.03 0.00 -0.07 -0.422
C 1.764211 -3.986402 -0.342577 0.02 0.01 -0.02 -0.446
C 1.424831 -4.374110 -1.629205 0.01 0.00 0.04 -0.746
C 1.286582 -3.410847 -2.621974 -0.01 0.04 -0.03 -0.632
C 1.491367 -2.072070 -2.329091 -0.03 -0.06 0.03 -0.609
H 0.652815 0.985887 1.435463 0.10 0.15 0.08 0.239
H 0.474889 0.251191 2.868055 0.12 -0.06 0.04 0.091
H 2.367845 -0.404667 4.123925 0.01 0.00 0.00 0.429
H 4.803345 -0.759165 4.192394 0.01 0.00 0.00 0.375
H 6.152812 -0.568427 2.117180 0.00 0.00 -0.01 0.404
H 5.010218 -0.131568 -0.032218 0.03 0.00 0.02 0.404
H 2.602341 2.515515 -2.140147 0.00 0.00 0.00 0.380
H 4.220855 3.206245 -3.871293 0.01 0.00 0.00 0.387
H 5.861439 1.573156 -4.751303 0.00 0.00 0.00 0.385
H 5.874283 -0.743577 -3.883192 0.00 0.00 0.00 0.391
H 4.259754 -1.427187 -2.153251 0.01 0.02 0.00 0.495
H 2.248313 -2.371305 0.963765 0.00 0.01 -0.02 0.402
H 1.846699 -4.717451 0.451971 0.00 -0.01 -0.02 0.411
H 1.255223 -5.419507 -1.856962 0.00 0.00 0.00 0.364
H 1.006521 -3.700490 -3.627901 0.00 0.00 0.00 0.409
H 1.354727 -1.327232 -3.102982 -0.02 0.02 -0.02 0.468
C -0.814743 5.072208 3.802004 -0.02 -0.01 0.00 -1.593
C -1.601449 3.785421 4.093974 0.05 0.05 -0.02 2.273
C -1.025185 3.116774 5.349069 0.00 -0.03 0.02 -1.555
C -3.074306 4.137990 4.336183 -0.03 -0.01 0.02 -1.632
C -1.491934 2.868047 2.946008 0.06 -0.04 -0.02 -1.726
C -1.408464 2.098156 1.998246 0.12 0.20 -0.03 -0.135
H -0.897967 5.768462 4.641924 0.00 0.00 0.00 0.371
H -1.199656 5.557832 2.904205 0.00 0.00 0.01 0.382
H 0.239795 4.845925 3.638485 0.00 0.00 0.00 0.365
H -1.144548 3.770556 6.218337 0.00 0.00 0.00 0.386
H 0.038124 2.907595 5.217715 -0.01 -0.01 -0.01 0.332
H -1.532180 2.171904 5.548985 -0.01 0.01 0.00 0.367
H -3.165785 4.812719 5.192927 0.00 0.00 -0.01 0.378
H -3.655641 3.237422 4.536643 0.01 0.00 0.00 0.366
H -3.501176 4.624857 3.458614 0.00 0.00 -0.01 0.381
O -6.137778 -1.416282 -0.428680 0.17 -0.15 0.04 -0.614
S -4.862588 -1.096822 0.241036 -0.36 0.78 -0.25 0.551
N -4.393355 0.309735 0.317343 0.17 -0.94 -0.14 -0.540
Cl -1.275168 -2.040365 5.544001 0.13 -0.04 0.15 -0.367
Si -1.344710 -2.043630 3.426687 -0.36 -0.32 -0.62 0.474
Cl -3.080324 -3.336769 3.108629 0.11 0.10 0.04 -0.379
Cl 0.166281 -3.566446 2.916966 -0.04 0.18 0.15 -0.373
```
Positions in Å, forces in eV/Å.

A structure of composition C5H13N, computed with ωB97M-V with the def2-TZVPD basis set.

Summary:
2S+1: 1
E_tot, eV: -6880.33888

```
19
Properties=species:S:1:pos:R:3:forces:R:3:nbo_charge:R:1
C -2.507472 -0.785530 -0.478828 -0.12 0.61 0.42 -0.401
N -1.900417 0.477224 -0.126396 1.23 0.41 0.16 -1.007
C 0.579986 0.785477 -0.910006 0.52 1.06 0.59 -0.069
C 1.511338 0.662195 0.162617 -0.48 0.88 0.22 -0.271
C 1.636982 -0.784509 -0.488938 0.83 -0.46 -0.48 -0.640
C 0.998829 0.524652 1.584805 -0.67 0.02 -0.37 -0.619
H -1.753685 -1.572902 -0.387610 -0.07 -0.18 -0.30 0.157
H -3.290386 -1.027475 0.248562 -0.03 -0.24 0.02 0.172
H -3.000719 -0.817386 -1.459992 0.21 -0.21 -0.22 0.145
H -2.573253 1.201894 0.054894 -0.13 0.15 -0.10 0.337
H 0.954922 1.332979 -1.779915 0.47 -0.52 -0.19 0.174
H -0.707515 0.710443 -0.541570 -2.66 -0.97 0.17 0.333
H 2.398710 1.287346 0.083208 0.45 -0.48 -0.03 0.212
H 2.182263 -1.325945 0.270223 0.29 -0.03 0.38 0.280
H 0.732949 -1.366302 -0.634286 -0.27 0.20 0.00 0.280
H 2.247067 -0.792268 -1.371762 0.21 -0.13 -0.49 0.237
H 0.588069 1.470232 1.934902 0.09 0.08 -0.01 0.229
H 0.156986 -0.162151 1.547929 -0.14 -0.08 0.27 0.244
H 1.745345 0.182020 2.292164 0.28 -0.10 -0.06 0.207
```
Positions in Å, forces in eV/Å.

The molecule C4H6O2, computed with ωB97M-V with the def2-TZVPD basis set.

Summary:
2S+1: 1
E_tot, eV: -8338.90029
Structure (SMILES): CC(C=O)C=O

```
12
Properties=species:S:1:pos:R:3:forces:R:3:nbo_charge:R:1
C 0.738654 1.160822 0.209850 -2.18 -0.84 -0.19 -0.599
C -0.496672 0.022503 0.062368 2.38 2.46 0.46 -0.441
C -0.435298 -0.476366 -1.321027 -0.44 -0.82 -1.22 0.434
O -1.371939 -0.975320 -1.883393 -0.56 -0.16 -0.07 -0.506
C -0.204878 -1.044722 1.040896 0.63 -0.69 0.65 0.438
O 0.772416 -1.022569 1.742263 -0.12 -0.26 0.14 -0.501
H 0.693169 1.585234 1.214349 0.02 0.00 -0.22 0.228
H 1.763531 0.788297 0.031219 -0.83 -0.34 0.06 0.230
H 0.507182 1.917306 -0.540566 0.13 0.18 0.15 0.206
H -1.545736 0.332283 0.235336 0.63 0.42 -0.01 0.259
H 0.494428 -0.410607 -1.893217 0.60 0.23 0.26 0.124
H -0.914855 -1.876862 1.101922 -0.26 -0.19 -0.02 0.128
```
Positions in Å, forces in eV/Å.

A structure of composition CH2Cl2O2P2, computed with ωB97M-V with the def2-TZVPD basis set.

Summary:
2S+1: 1
E_tot, eV: -48788.95218

```
9
Properties=species:S:1:pos:R:3:forces:R:3:nbo_charge:R:1
C -1.307603 -0.435348 -1.866031 0.97 -0.47 0.67 -0.906
O 2.257697 -0.679344 1.782731 -1.02 0.74 -0.04 -1.025
O 0.549421 -0.214920 -0.065094 0.20 0.02 2.20 -1.044
P -0.939257 0.375723 -0.445189 -1.27 -0.58 -2.23 0.976
P 1.122970 0.186688 1.429021 2.05 -2.39 -1.51 1.937
Cl -0.298870 0.186615 2.805185 -0.39 0.10 -0.13 -0.199
Cl 1.612803 2.042111 1.072587 0.12 1.26 0.23 -0.217
H -2.258377 -0.209166 -2.318380 -0.26 0.22 -0.01 0.231
H -0.738785 -1.252358 -2.394830 -0.41 1.10 0.82 0.247
```
Positions in Å, forces in eV/Å.

Number 1: F_max 1.06 eV/Å. Number 2: F_max 2.84 eV/Å. Number 3: F_max 3.45 eV/Å. Number 4: F_max 3.49 eV/Å.